Density functional theory data (ωB97M-V with the def2-TZVPD basis set) for a molecular structure, C18H15CoF5IN3O2STe.

Geometry as XYZ:
```
47
Properties=species:S:1:pos:R:3
Co -0.8709 0.6661 -0.5634
O -0.9726 0.4982 1.5630
N -1.8264 -0.2450 2.2165
C -1.8394 -0.0994 3.5618
C -2.6972 -0.7860 4.3780
C -3.5957 -1.6772 3.7820
C -3.5648 -1.8407 2.4239
C -2.6564 -1.1509 1.5760
S -2.5907 -1.4030 -0.0976
H -1.1108 0.6156 3.9125
H -2.6606 -0.6274 5.4467
H -4.3076 -2.2297 4.3841
H -4.2392 -2.5237 1.9265
C 3.5974 -3.3803 -0.0116
C 2.2166 -3.3947 0.0905
C 1.4980 -2.2031 0.0444
C 2.1559 -0.9840 -0.1359
C 3.5440 -0.9888 -0.2262
C 4.2644 -2.1711 -0.1598
N 1.3665 0.2078 -0.3279
N 2.0839 1.2288 -0.3236
C 1.3878 2.4287 -0.5215
C 2.1937 3.5731 -0.4828
C 1.6220 4.8175 -0.6245
C 0.2396 4.8882 -0.8082
C -0.5366 3.7384 -0.8419
C -0.0061 2.4452 -0.6973
H 4.1483 -4.3133 0.0051
H 1.6755 -4.3268 0.2047
H -0.2892 -2.9326 -0.1776
H 4.0403 -0.0417 -0.3831
H 5.3433 -2.1501 -0.2562
H 3.2612 3.4515 -0.3309
H 2.2296 5.7149 -0.5914
H -0.2385 5.8557 -0.9292
H -1.5956 3.8726 -1.0062
F -0.8660 -0.1319 -2.7169
Te 0.4289 -1.5025 -3.4106
F 1.3161 -2.9285 -4.3913
F -0.5151 -2.9835 -2.5443
F -0.9390 -1.7065 -4.6674
F 1.1572 -0.3564 -4.8119
O 0.1625 -2.1474 0.1593
I -3.3546 2.2433 -2.5928
C -2.6213 1.5829 -0.6668
H -3.4221 0.9272 -0.3414
H -2.6165 2.4701 -0.0345
```

The molar mass is 745.8 g mol⁻¹. The calculation puts the HOMO-LUMO gap (spin up / spin down) at 6.2 / 6.3 eV. The value obtained for the LUMO energy (spin up / spin down) is 4.6 / 4.6 eV. Its net charge is -2. As for the spin multiplicity: 2. The value obtained for the total energy is -3855.6963 a.u.


Density functional theory data (ωB97M-V with the def2-TZVPD basis set) for a single C11H8FN3O molecule.

Geometry as XYZ:
```
24
Properties=species:S:1:pos:R:3
N 1.6761 -2.5757 1.8380
C 1.4896 -1.6355 1.1904
C 1.3081 -0.4652 0.3100
C 2.6659 0.0253 -0.2741
C 2.7433 1.5318 -0.0978
O 3.1041 2.0004 0.9388
F 2.3651 2.3683 -1.0763
C 0.1922 -0.7834 -0.7443
C 0.4063 -0.1353 -2.0435
N 0.6842 0.2660 -3.0914
C -1.1630 -0.3623 -0.1324
C -1.7089 0.8450 -0.5015
C -2.9023 1.1515 0.1322
C -3.3913 0.2382 1.0324
N -2.8882 -0.9301 1.3583
C -1.7494 -1.2300 0.7579
H 0.9253 0.3395 0.9436
H 2.8779 -0.3318 -1.2832
H 3.4505 -0.3807 0.3647
H 0.1469 -1.8694 -0.8615
H -1.2332 1.5174 -1.2037
H -3.4092 2.0822 -0.0813
H -4.3138 0.5149 1.5409
H -1.2762 -2.1812 0.9836
```

The SMILES is N#C[C@H](c1cccnc1)[C@@H](C#N)CC(=O)F. The molar mass is 217.2 g mol⁻¹. The calculation puts the HOMO-LUMO gap at 10.6 eV. The value obtained for the LUMO energy is 0.2 eV. The value obtained for the total energy is -763.3194 a.u.


Density functional theory data (ωB97M-V with the def2-TZVPD basis set) for 8 unconnected molecules or ions with the total composition C23H53Cl2N7O7.

Geometry as XYZ:
```
92
Properties=species:S:1:pos:R:3
C 3.7873 -2.0993 0.2512
C 5.1188 -2.2810 0.9661
O 6.1498 -1.9538 0.4015
N 5.0393 -2.8515 2.1953
C 6.2112 -2.8824 3.0446
H 2.9226 -2.2164 0.9152
H 3.6950 -2.7189 -0.6347
H 3.6939 -1.0355 0.0200
H 4.2462 -3.3892 2.5191
H 6.1021 -2.3259 3.9744
H 7.0830 -2.4882 2.5240
H 6.5272 -3.9103 3.2506
C 0.5539 -1.4464 -1.3699
C 0.3472 0.0484 -1.4584
O 1.2510 0.8696 -1.3452
N -0.9438 0.4149 -1.5291
C -1.3581 1.7818 -1.5105
H 1.1258 -1.7279 -0.4899
H 1.1263 -1.8064 -2.2307
H -0.3871 -1.9921 -1.4429
H -1.6666 -0.2884 -1.5194
H -1.3789 2.3073 -2.4711
H -0.7263 2.3747 -0.8472
H -2.3719 1.8443 -1.1166
C 2.1955 -2.5656 4.8324
C 2.1254 -3.5322 3.6806
O 2.9659 -4.4161 3.5265
N 1.0447 -3.4080 2.8680
C 0.9183 -4.0825 1.5949
H 1.9113 -3.0837 5.7468
H 1.6880 -1.6110 4.7012
H 3.2337 -2.2452 4.9579
H 0.2742 -2.8553 3.1998
H 1.9086 -4.2510 1.1762
H 0.3773 -3.4028 0.9365
H 0.4294 -5.0560 1.6480
C -3.7006 -3.3372 0.2559
C -4.2303 -2.0476 -0.2577
O -3.4436 -1.1305 -0.5340
N -5.5504 -1.8706 -0.3997
C -6.6442 -2.7290 0.0172
H -4.3408 -4.1880 0.0196
H -3.6130 -3.2329 1.3441
H -2.6894 -3.6028 -0.0399
H -5.8274 -0.9945 -0.8163
H -7.4753 -2.5488 -0.6583
H -7.0111 -2.4821 1.0203
H -6.3420 -3.7708 0.0898
C -5.1002 1.7205 -0.4294
C -6.5716 1.9429 -0.5482
O -7.3906 1.1597 -0.0851
N -7.0086 3.0680 -1.1778
C -6.1902 3.9917 -1.9213
H -4.9559 0.8395 0.1903
H -4.5325 2.5500 -0.0149
H -4.7052 1.4272 -1.4075
H -8.0136 3.1318 -1.1631
H -5.4276 4.4902 -1.3088
H -6.7921 4.8514 -2.2137
H -5.6897 3.5246 -2.7693
C 2.5146 4.0113 2.2939
C 2.1718 2.6618 2.8762
O 2.1387 2.4649 4.0762
N 2.0897 1.6697 1.9550
C 1.7255 0.3165 2.3026
H 2.8668 4.6211 3.1226
H 1.6832 4.5296 1.8137
H 3.3073 3.9487 1.5446
H 2.1856 1.9170 0.9824
H 2.6126 -0.2807 2.5430
H 1.2316 -0.1690 1.4601
H 1.0483 0.2895 3.1546
C 2.3806 3.7294 -2.1251
C 3.6648 3.3816 -1.4244
O 4.5533 4.2191 -1.2881
N 3.7883 2.1061 -0.9858
C 5.0435 1.6329 -0.4497
H 2.1900 3.1480 -3.0231
H 2.2895 4.7972 -2.3163
H 1.5017 3.5909 -1.4807
H 3.0367 1.4390 -1.1484
H 5.7582 1.3979 -1.2375
H 4.9023 0.7949 0.2282
H 5.4860 2.4025 0.1849
Cl -3.4905 0.2867 -4.9209
C -2.2001 1.4352 -5.3321
C -0.8339 0.8373 -5.0360
Cl 0.4497 2.0261 -5.0213
H -2.3135 2.2897 -4.6676
H -2.2947 1.7287 -6.3717
H -0.5651 0.0514 -5.7474
H -0.8963 0.2442 -4.1191
```

The SMILES is CNC(C)=O.CNC(C)=O.CNC(C)=O.CNC(C)=O.CNC(C)=O.CNC(C)=O.CNC(C)=O.ClCCCl. The molar mass is 610.6 g mol⁻¹. The calculation puts the HOMO-LUMO gap at 9.1 eV. The value obtained for the LUMO energy is 0.1 eV. The value obtained for the total energy is -2738.6429 a.u.


Density functional theory data (ωB97M-V with the def2-TZVPD basis set) for a molecular structure, C17H14AsCl3MoNO12S2.

Geometry as XYZ:
```
51
Properties=species:S:1:pos:R:3
Mo -0.6669 1.1346 0.4012
O 3.1822 -0.9461 1.2455
As 2.2344 0.2692 2.0108
O 1.3140 -0.1611 3.2492
O 0.9680 0.5262 0.6216
C 3.3659 1.7813 1.9920
C 4.7013 1.5667 2.3225
C 5.5353 2.6589 2.4959
C 5.0308 3.9455 2.3566
C 3.6985 4.1563 2.0309
C 2.8656 3.0695 1.8487
S 1.3085 3.5968 -0.1602
O 2.2639 2.7794 -0.8553
O 1.5393 3.2381 1.4976
O -0.1077 2.8640 -0.1950
H 2.9261 -1.8428 1.5092
H 5.0846 0.5614 2.4345
H 6.5755 2.5046 2.7450
H 5.6815 4.7973 2.4999
H 3.2968 5.1547 1.9170
C -7.1933 -1.4354 -3.4391
C -6.0336 -0.6043 -2.9778
C -5.6281 -0.6298 -1.6423
C -4.5477 0.1157 -1.2125
C -3.8711 0.9021 -2.1417
C -4.2537 0.9568 -3.4802
C -5.3360 0.1992 -3.8834
S -2.4866 1.8033 -1.6455
O -2.2491 2.9180 -2.4882
O -2.6001 2.0381 -0.1701
N -1.1542 0.8030 -1.5612
C -1.3096 -0.6022 -1.8934
C -1.7711 -1.3432 -0.6320
O -2.2397 -2.4253 -0.5717
O -1.5056 -0.5567 0.4636
H -7.8627 -1.6769 -2.6159
H -6.8314 -2.3754 -3.8612
H -7.7609 -0.9234 -4.2145
H -6.1737 -1.2350 -0.9301
H -4.2482 0.1103 -0.1723
H -3.7254 1.5971 -4.1736
H -5.6567 0.2384 -4.9165
H -0.3441 -1.0207 -2.1852
H -2.0144 -0.7768 -2.7038
Cl -1.9461 4.3675 2.1676
C -2.6757 3.1390 3.2035
Cl -2.9412 3.7719 4.8075
Cl -4.2001 2.5556 2.5058
C -1.7675 1.8945 3.2925
O -1.5708 1.2570 4.2569
O -1.1890 1.5429 2.0805
```

The molar mass is 765.6 g mol⁻¹. The calculation puts the HOMO-LUMO gap at 7.0 eV. The value obtained for the LUMO energy is -5.7 eV. Its net charge is +1. The value obtained for the total energy is -6094.5515 a.u.


Density functional theory data (ωB97M-V with the def2-TZVPD basis set) for a molecular structure, C16H24Cl3NOZr.

Geometry as XYZ:
```
46
Properties=species:S:1:pos:R:3
C -0.6066 0.9826 -2.6604
C -0.8232 -0.3986 -2.9305
C 0.4411 -1.0468 -2.9410
C -2.1113 -1.0840 -3.1042
C 1.4362 -0.0811 -2.6198
C 0.7878 1.1755 -2.4730
C 1.4426 2.4546 -2.2086
C -1.6395 2.0166 -2.5744
C 0.6476 -2.4715 -3.2283
C 2.8682 -0.3481 -2.4875
Zr -0.9034 -0.7807 1.4000
Cl -2.3663 -2.3283 1.9941
Cl -2.4024 0.7730 0.2818
Cl 0.3705 -2.2171 0.1063
H -2.9377 -0.4137 -2.8520
H -2.1791 -1.9653 -2.4380
H -2.2376 -1.4026 -4.1509
H -0.1268 -3.0782 -2.7305
H 1.6573 -2.7760 -2.9272
H 0.5594 -2.6490 -4.3109
H 3.0755 -1.1864 -1.8130
H 3.3743 0.5323 -2.0883
H 3.2636 -0.6080 -3.4759
H 2.2735 2.3658 -1.5070
H 0.7619 3.1376 -1.7033
H 1.7790 2.8750 -3.1625
H -2.5253 1.7005 -2.0198
H -2.0129 2.2226 -3.5756
H -1.2405 2.9376 -2.1460
O 1.3060 0.8328 0.9150
H 0.8568 1.6150 1.2752
C 2.2957 -0.5373 2.8397
C 1.2670 -0.3933 3.8481
C 1.2711 -0.0963 5.2273
C -0.0863 -0.0088 5.6304
C -0.8837 -0.2600 4.5051
C -2.3629 -0.2918 4.3996
N -0.0618 -0.4430 3.4139
H 1.9310 0.1767 1.9302
H 2.3512 -1.5924 2.4983
H 3.2921 -0.2818 3.2406
H 2.1261 -0.0414 5.9002
H -0.5068 0.1084 6.6288
H -2.7031 -1.3149 4.1331
H -2.7883 0.0184 5.3601
H -2.7169 0.4238 3.6364
```

The molar mass is 444.0 g mol⁻¹. The calculation puts the HOMO-LUMO gap at 4.4 eV. The value obtained for the LUMO energy is 4.9 eV. Its net charge is -2. The value obtained for the total energy is -2181.8285 a.u.


Density functional theory data (ωB97M-V with the def2-TZVPD basis set) for a molecular structure, C38H34IN2PS2Sr.

Geometry as XYZ:
```
79
Properties=species:S:1:pos:R:3
Sr 0.0857 0.3338 0.9750
C -2.5511 0.1510 -1.3088
N -2.5429 -0.0854 0.1469
C -2.9343 -1.4679 0.4590
C -1.8961 -2.4886 0.0391
N -0.6366 -2.3905 0.7881
C 0.3551 -3.2871 0.1687
C -0.7359 -2.6829 2.2160
C -1.8054 -3.4308 2.7123
C -1.9111 -3.7315 4.0601
C -0.9207 -3.2904 4.9270
C 0.1504 -2.5625 4.4397
C 0.2837 -2.2292 3.0829
S 1.6933 -1.2815 2.5573
C -3.3660 0.9148 0.8176
C -4.6452 0.5855 1.2648
C -5.4441 1.5240 1.9000
C -4.9625 2.8129 2.0740
C -3.6971 3.1460 1.6195
C -2.8595 2.2202 0.9858
S -1.2511 2.7391 0.4356
H -3.5227 -0.1228 -1.7376
H -1.7772 -0.4387 -1.8057
H -2.3450 1.2009 -1.5007
H -3.8840 -1.7362 -0.0241
H -3.0947 -1.5306 1.5339
H -1.6404 -2.3609 -1.0121
H -2.3412 -3.4885 0.1008
H 0.0281 -4.3317 0.2470
H 1.3174 -3.1591 0.6590
H 0.4587 -3.0353 -0.8836
H -2.5821 -3.7799 2.0466
H -2.7587 -4.2999 4.4232
H -0.9843 -3.5122 5.9854
H 0.9240 -2.2157 5.1133
H -5.0290 -0.4168 1.1323
H -6.4299 1.2460 2.2507
H -5.5700 3.5607 2.5696
H -3.3157 4.1499 1.7573
I 1.9090 -0.6384 -2.7428
C 3.9874 -0.5640 -2.4527
C 4.6054 -1.6797 -2.9402
C 6.0117 -1.7479 -3.0564
C 6.7498 -0.6532 -2.7429
C 6.1329 0.5193 -2.2327
C 6.9461 1.6480 -1.9584
C 6.4082 2.7933 -1.4591
C 5.0377 2.8108 -1.1374
C 4.2127 1.7372 -1.3481
P 2.5476 1.8531 -0.5603
C 1.7627 3.2952 -1.3660
C 0.9220 3.0218 -2.4436
C 0.2833 4.0491 -3.1227
C 0.4631 5.3650 -2.7186
C 1.2900 5.6480 -1.6393
C 1.9382 4.6191 -0.9701
C 2.9786 2.4060 1.1317
C 2.0384 3.0980 1.9023
C 2.2627 3.3214 3.2572
C 3.4154 2.8468 3.8630
C 4.3450 2.1405 3.1101
C 4.1290 1.9195 1.7581
C 4.7290 0.5713 -1.9961
H 4.0065 -2.5129 -3.2793
H 6.4755 -2.6479 -3.4384
H 7.8252 -0.6492 -2.8777
H 8.0068 1.5777 -2.1704
H 7.0220 3.6632 -1.2643
H 4.6384 3.6921 -0.6487
H 0.7608 1.9938 -2.7526
H -0.3689 3.8192 -3.9560
H -0.0494 6.1674 -3.2341
H 1.4258 6.6709 -1.3106
H 2.5686 4.8564 -0.1205
H 1.1180 3.4676 1.4598
H 1.5226 3.8619 3.8343
H 3.5842 3.0121 4.9192
H 5.2386 1.7486 3.5791
H 4.8607 1.3580 1.1899
```

The molar mass is 828.3 g mol⁻¹. The calculation puts the HOMO-LUMO gap at 6.9 eV. The value obtained for the LUMO energy is -0.2 eV. The value obtained for the total energy is -3044.1820 a.u.


- What is the formula in the second record?
  C11H8FN3O